[1]
The following is a DFT calculation (ωB97M-V/def2-TZVPD) of one molecule with the formula C2ClF2NO2.

Results
- orbital gap (spin up / spin down) (eV) = 7.912 / 8.289
- electronic energy (eV) = -25612.0692
- structure (SMILES) = O=NC(=O)C(F)(F)Cl
- highest occupied orbital energy (spin up / spin down) (eV) = -10.30 / -10.37
- spin multiplicity = 1
- largest force on an atom (eV Å⁻¹) = 3.6

Element x y z (Å)
O -2.06 1.15 0.45
N -1.39 0.18 0.60
C -0.54 -0.69 0.13
O -0.36 -1.85 0.38
C 0.74 0.11 -0.37
F 1.30 -0.50 -1.41
F 0.40 1.40 -0.71
Cl 1.91 0.21 0.93



[2]
The following is a DFT calculation (ωB97M-V/def2-TZVPD) of a 2-piece molecular cluster, C2ClIN2O overall.

Results
- orbital gap (eV) = 8.995
- electronic energy (eV) = -27720.0761
- structure (SMILES) = [O-][N+]#CI.N#CCl
- highest occupied orbital energy (eV) = -9.26
- spin multiplicity = 1
- largest force on an atom (eV Å⁻¹) = 3.8

Element x y z (Å)
O 0.29 1.55 1.52
N -0.58 0.97 1.03
C -1.34 0.20 0.58
I -3.18 -0.01 -0.17
N -0.22 -2.09 0.89
C 0.78 -1.83 0.39
Cl 2.33 -1.47 0.03



[3]
The following is a DFT calculation (ωB97M-V/def2-TZVPD) of a 2-piece molecular cluster, C2ClN5 overall.

Results
- orbital gap (eV) = 10.886
- electronic energy (eV) = -22041.5242
- highest occupied orbital energy (eV) = -10.61
- spin multiplicity = 1
- largest force on an atom (eV Å⁻¹) = 5.3

Element x y z (Å)
C -1.08 0.65 -0.43
C 1.36 0.39 -0.70
N -1.01 1.57 -1.08
N 1.13 0.15 -1.76
N -0.85 -0.46 0.13
N -0.76 -1.85 1.95
N -0.79 -1.11 1.12
Cl 2.00 0.66 0.77



[4]
The following is a DFT calculation (ωB97M-V/def2-TZVPD) of a 2-piece molecular cluster, C2ClNOS overall.

Results
- orbital gap (spin up / spin down) (eV) = 8.471 / 8.472
- electronic energy (eV) = -28965.5454
- highest occupied orbital energy (spin up / spin down) (eV) = -9.96 / -9.96
- spin multiplicity = 1
- largest force on an atom (eV Å⁻¹) = 3.1

Element x y z (Å)
C -1.37 0.09 0.37
C 1.12 -0.10 -0.16
N -2.02 0.54 -0.51
O -0.56 -0.28 1.15
S 0.33 0.47 -1.38
Cl 2.50 -0.73 0.53



[5]
The following is a DFT calculation (ωB97M-V/def2-TZVPD) of C2CsLiO2 as an isolated structure.

Results
- orbital gap (spin up / spin down) (eV) = 4.365 / 3.887
- electronic energy (eV) = -6912.1273
- total charge = +1
- highest occupied orbital energy (spin up / spin down) (eV) = -9.05 / -8.38
- spin multiplicity = 2
- largest force on an atom (eV Å⁻¹) = 8.9

Element x y z (Å)
O 2.62 -0.54 -2.27
C 3.55 0.16 -2.36
C 4.29 0.69 -3.29
O 5.15 1.20 -3.92
Li 1.83 -1.16 -5.10
Cs -0.54 0.02 -0.48



[6]
The following is a DFT calculation (ωB97M-V/def2-TZVPD) of C2F2O as an isolated structure.

Results
- orbital gap (eV) = 9.517
- electronic energy (eV) = -9546.4615
- highest occupied orbital energy (eV) = -11.32
- spin multiplicity = 1
- largest force on an atom (eV Å⁻¹) = 7.1

Element x y z (Å)
C 0.01 -0.36 0.60
C 0.99 -0.35 -0.08
O -1.68 0.32 0.57
F 2.24 -0.51 -0.44
F -1.55 0.90 -0.65



[7]
The following is a DFT calculation (ωB97M-V/def2-TZVPD) of a 2-piece molecular cluster, C2F2O4S overall.

Results
- orbital gap (spin up / spin down) (eV) = 9.615 / 6.458
- electronic energy (eV) = -26528.4893
- highest occupied orbital energy (spin up / spin down) (eV) = -8.89 / -11.15
- spin multiplicity = 3
- largest force on an atom (eV Å⁻¹) = 3.6

Element x y z (Å)
C -0.07 0.95 -1.07
C 0.69 -0.24 -0.72
O 0.31 0.15 -2.04
O -1.99 -0.11 1.35
O 0.44 -0.15 1.95
O -0.60 1.90 -0.62
F 2.00 -0.32 -0.52
F 0.11 -1.41 -0.38
S -0.88 -0.77 2.05



[8]
The following is a DFT calculation (ωB97M-V/def2-TZVPD) of C2F3GaNO5S2 as an isolated structure.

Results
- orbital gap (spin up / spin down) (eV) = 8.998 / 5.304
- electronic energy (eV) = -95998.3672
- highest occupied orbital energy (spin up / spin down) (eV) = -9.28 / -9.12
- spin multiplicity = 2
- largest force on an atom (eV Å⁻¹) = 3.9

Element x y z (Å)
Ga -1.38 0.44 -1.87
N -0.10 -0.09 1.19
S -0.80 1.45 1.01
O -2.01 1.15 -0.11
S 0.80 -0.60 0.00
O 0.33 -0.19 -1.37
O 1.11 -2.02 0.16
C 2.50 0.20 0.07
F 2.44 1.49 -0.25
F 2.98 0.09 1.30
F 3.32 -0.41 -0.78
O -2.74 -0.93 -0.81
C -2.98 -0.27 0.19
O -3.47 -0.30 1.27



[9]
The following is a DFT calculation (ωB97M-V/def2-TZVPD) of C2F3MnNO5S2 as an isolated structure.

Results
- orbital gap (spin up / spin down) (eV) = 5.188 / 4.892
- electronic energy (eV) = -74932.3867
- total charge = +1
- highest occupied orbital energy (spin up / spin down) (eV) = -12.84 / -12.84
- spin multiplicity = 7
- largest force on an atom (eV Å⁻¹) = 2.4

Element x y z (Å)
N 0.84 1.03 0.38
S -0.11 1.78 -0.59
O -0.40 3.12 -0.09
S 1.13 -0.61 -0.09
O 0.87 -1.43 1.12
C 3.00 -0.37 -0.08
F 3.34 0.53 -0.99
F 3.43 0.00 1.11
F 3.53 -1.54 -0.40
O -3.20 -0.61 1.81
C -3.46 -0.59 0.55
O -2.51 -0.41 -0.26
O -4.63 -0.81 0.15
Mn -3.97 -0.68 -1.73



[10]
The following is a DFT calculation (ωB97M-V/def2-TZVPD) of C2F3NO5S2Tm as an isolated structure.

Results
- orbital gap (spin up / spin down) (eV) = 6.082 / 3.447
- electronic energy (eV) = -73148.7178
- highest occupied orbital energy (spin up / spin down) (eV) = -6.18 / -7.87
- spin multiplicity = 4
- largest force on an atom (eV Å⁻¹) = 3.3

Element x y z (Å)
O -3.56 0.71 -0.16
C -4.45 0.32 -0.96
O -5.31 0.87 -1.60
Tm -2.38 -1.22 0.76
N -6.21 -2.50 -2.62
S -4.63 -2.35 -2.45
O -4.02 -1.51 -3.52
O -4.36 -1.27 -0.96
S -7.09 -1.22 -3.22
O -8.34 -1.08 -2.39
C -7.73 -2.10 -4.75
F -6.72 -2.38 -5.57
F -8.37 -3.22 -4.46
F -8.57 -1.28 -5.37



[11]
The following is a DFT calculation (ωB97M-V/def2-TZVPD) of one molecule with the formula C2F3NOS.

Results
- orbital gap (eV) = 10.560
- electronic energy (eV) = -24596.7774
- highest occupied orbital energy (eV) = -11.13
- spin multiplicity = 1
- largest force on an atom (eV Å⁻¹) = 3.2

Element x y z (Å)
C 1.38 0.51 0.63
C -0.90 -0.13 -0.62
N 2.46 0.79 0.28
O -0.55 -1.11 1.64
F -2.19 -0.30 -0.47
F -0.38 -1.15 -1.17
F -0.62 0.96 -1.36
S -0.34 0.25 1.19



[12]
The following is a DFT calculation (ωB97M-V/def2-TZVPD) of a 2-piece molecular cluster, C2F6NO3S overall.

Results
- orbital gap (eV) = 8.198
- electronic energy (eV) = -36845.0329
- total charge = -1
- highest occupied orbital energy (eV) = -6.17
- spin multiplicity = 1
- largest force on an atom (eV Å⁻¹) = 4.2

Element x y z (Å)
C -2.49 -1.12 -0.93
C 1.69 1.94 0.64
N 0.99 -1.04 -0.17
O 1.01 -1.99 0.46
O 0.66 -0.65 -1.17
O -2.23 -0.61 -1.97
F -3.13 -0.42 0.16
F -3.31 -2.27 -0.87
F -1.33 -1.68 -0.23
F 1.66 2.27 -0.69
F 2.58 2.82 1.25
F 0.47 2.26 1.13
S 2.24 0.22 0.91



> Among the records above, which one has the highest electronic energy?

C2CsLiO2



Repeat the first record exactly.
The following is a DFT calculation (ωB97M-V/def2-TZVPD) of one molecule with the formula C2ClF2NO2.

Results
- orbital gap (spin up / spin down) (eV) = 7.912 / 8.289
- electronic energy (eV) = -25612.0692
- structure (SMILES) = O=NC(=O)C(F)(F)Cl
- highest occupied orbital energy (spin up / spin down) (eV) = -10.30 / -10.37
- spin multiplicity = 1
- largest force on an atom (eV Å⁻¹) = 3.6

Element x y z (Å)
O -2.06 1.15 0.45
N -1.39 0.18 0.60
C -0.54 -0.69 0.13
O -0.36 -1.85 0.38
C 0.74 0.11 -0.37
F 1.30 -0.50 -1.41
F 0.40 1.40 -0.71
Cl 1.91 0.21 0.93



> What is the formula in the sixth record?

C2F2O



> What is the spin multiplicity in the seventh record?

3